# 1
99
Properties=species:S:1:pos:R:3:lowdin_charge:R:1 method="wB97M-V/def2-TZVPD" e_homo_ev=-9.2 gap_ev=6.85
O -2.47 -1.08 -3.91 -0.21
S -1.92 -0.01 -3.16 0.56
O -2.79 1.09 -2.98 -0.26
O -1.32 -0.64 -1.81 -0.20
C 0.07 -0.90 -2.11 -0.19
C 0.52 0.38 -2.77 -0.43
P 0.75 1.81 -1.53 0.58
O 0.49 1.15 -0.08 -0.35
Cl -0.75 3.14 -1.87 0.32
O -0.55 0.57 -3.75 -0.22
H 0.52 -1.13 -1.16 0.13
H 0.17 -1.66 -2.88 0.14
H 1.44 0.26 -3.34 0.12
H -0.43 0.83 0.01 0.05
C -0.86 2.67 5.14 -0.11
O -0.80 1.44 4.41 -0.28
P -1.83 1.33 3.14 0.59
O -1.71 2.70 2.59 -0.25
O -3.13 1.11 4.08 -0.28
C -3.15 0.00 5.01 -0.09
O -2.50 0.62 1.81 -0.28
C -3.80 1.07 1.42 -0.09
H -0.43 2.47 6.12 0.09
H -0.27 3.44 4.65 0.09
H -1.89 3.01 5.26 0.09
H -2.99 0.37 6.02 0.09
H -2.38 -0.74 4.78 0.08
H -4.12 -0.48 4.96 0.08
H -3.79 2.14 1.24 0.09
H -4.55 0.81 2.17 0.08
H -4.05 0.55 0.50 0.09
C -3.25 6.68 -3.78 -0.12
O -3.01 5.43 -4.42 -0.29
P -4.03 5.13 -5.71 0.61
O -4.05 6.48 -6.32 -0.24
O -5.29 4.85 -4.70 -0.29
C -5.17 3.79 -3.73 -0.09
O -4.67 4.25 -6.93 -0.26
C -6.02 4.54 -7.29 -0.10
H -2.81 6.60 -2.78 0.09
H -2.76 7.48 -4.33 0.09
H -4.31 6.89 -3.69 0.09
H -5.00 4.21 -2.74 0.09
H -4.35 3.10 -3.96 0.07
H -6.10 3.22 -3.73 0.09
H -6.12 5.59 -7.57 0.09
H -6.71 4.29 -6.49 0.08
H -6.25 3.91 -8.15 0.09
C 3.33 1.73 1.12 -0.12
O 4.21 1.96 0.01 -0.30
P 5.76 1.38 0.17 0.66
O 5.37 0.08 0.82 -0.25
O 6.13 2.56 1.24 -0.29
C 6.08 3.93 0.81 -0.09
O 7.35 0.96 -0.04 -0.29
C 8.13 0.74 1.13 -0.10
H 2.52 2.45 1.04 0.08
H 2.91 0.73 1.05 0.08
H 3.84 1.85 2.07 0.09
H 5.19 4.41 1.22 0.09
H 6.05 4.02 -0.28 0.08
H 6.96 4.45 1.18 0.09
H 7.68 -0.04 1.75 0.09
H 8.26 1.65 1.71 0.08
H 9.11 0.41 0.79 0.09
C 5.16 -5.27 -1.41 -0.10
O 4.47 -4.20 -2.05 -0.26
P 5.27 -3.50 -3.27 0.49
O 5.90 -4.58 -4.04 -0.23
O 6.31 -2.71 -2.31 -0.27
C 5.79 -1.94 -1.20 -0.10
O 5.06 -2.28 -4.32 -0.25
C 6.25 -1.71 -4.87 -0.09
H 4.71 -5.38 -0.42 0.09
H 5.03 -6.19 -1.97 0.09
H 6.22 -5.04 -1.30 0.09
H 5.98 -2.47 -0.27 0.09
H 4.72 -1.75 -1.30 0.08
H 6.31 -0.99 -1.17 0.05
H 6.84 -2.48 -5.37 0.09
H 6.85 -1.22 -4.11 0.08
H 5.93 -0.97 -5.60 0.09
C -3.91 -4.49 2.58 -0.09
O -4.89 -4.87 3.55 -0.26
P -4.43 -4.74 5.10 0.53
O -3.67 -3.48 5.19 -0.23
O -3.45 -6.05 5.00 -0.29
C -3.98 -7.27 4.47 -0.10
O -4.89 -5.07 6.61 -0.24
C -3.86 -5.30 7.57 -0.09
H -4.19 -4.97 1.65 0.10
H -3.92 -3.41 2.45 0.09
H -2.91 -4.82 2.87 0.09
H -3.60 -7.43 3.46 0.09
H -5.07 -7.28 4.44 0.09
H -3.64 -8.09 5.11 0.09
H -3.19 -4.44 7.62 0.09
H -3.30 -6.20 7.34 0.08
H -4.36 -5.43 8.53 0.09

***

# 2
94
Properties=species:S:1:pos:R:3:lowdin_charge:R:1 method="wB97M-V/def2-TZVPD" charge=+1 e_homo_ev=-11.4 gap_ev=8.31
C 0.82 -3.23 -1.07 -0.01
C 0.48 -2.48 -1.93 -0.16
C -0.03 -1.51 -2.89 -0.12
N -1.42 -1.16 -2.67 -0.01
C -1.81 -0.06 -2.00 -0.29
P -0.92 1.35 -1.11 0.77
O 0.19 0.61 -0.18 -0.34
O -0.14 2.22 -2.25 -0.28
N -3.13 -0.02 -1.95 0.18
C -3.58 -1.11 -2.58 -0.29
N -4.89 -1.39 -2.71 -0.08
C -5.79 -0.41 -2.05 -0.22
N -5.87 0.86 -2.78 -0.11
C -5.84 1.93 -1.77 -0.13
P -5.62 -2.69 -3.51 0.15
O -5.21 -4.05 -2.82 -0.14
O -7.19 -2.64 -3.27 -0.17
S -5.28 -2.63 -5.40 0.43
N -2.54 -1.86 -3.04 0.21
B -2.26 -3.19 -3.79 -0.56
C -2.10 -4.55 -3.05 0.03
O -2.16 -3.16 -5.14 0.14
H 1.15 -3.70 -0.18 0.01
H 0.20 -1.78 -3.92 0.14
H 0.54 -0.60 -2.71 0.07
H 0.78 0.01 -0.65 -0.01
H 0.30 1.68 -2.93 0.05
H -5.45 -0.21 -1.03 0.12
H -6.80 -0.80 -1.95 0.12
H -5.12 0.97 -3.44 0.09
H -4.87 2.00 -1.27 0.05
H -6.12 2.87 -2.22 0.03
H -6.59 1.69 -1.01 0.09
H -5.95 -4.41 -2.30 0.11
H -7.59 -2.08 -3.96 0.07
H -2.66 -4.57 -2.12 0.05
H -1.05 -4.78 -2.92 0.07
H -2.56 -5.29 -3.70 0.09
H -1.45 -2.60 -5.47 0.12
C 3.99 1.40 -1.98 -1.52
Cl 3.08 -0.13 -1.83 0.59
Cl 4.64 1.55 -3.61 0.56
Cl 2.98 2.79 -1.58 0.54
H 4.82 1.36 -1.29 -0.06
C -0.68 -5.56 2.30 -1.53
Cl -1.37 -4.98 0.77 0.54
Cl -0.72 -7.31 2.38 0.56
Cl 0.96 -4.95 2.48 0.52
H -1.28 -5.16 3.11 0.01
C 1.49 4.47 1.85 -1.52
Cl 0.65 4.47 3.40 0.52
Cl 0.91 3.15 0.83 0.55
Cl 1.30 6.02 1.03 0.55
H 2.54 4.31 2.03 0.01
C 7.63 2.79 0.58 -1.53
Cl 6.02 3.21 -0.03 0.55
Cl 8.01 3.75 2.00 0.55
Cl 7.72 1.07 0.94 0.53
H 8.35 3.02 -0.19 0.02
C 2.01 -2.95 5.48 -1.57
Cl 2.00 -1.40 6.32 0.54
Cl 3.37 -3.94 6.01 0.53
Cl 0.49 -3.80 5.72 0.51
H 2.13 -2.76 4.42 -0.01
C -2.95 2.65 2.64 -1.52
Cl -3.26 1.40 3.84 0.53
Cl -2.75 1.95 1.01 0.49
Cl -4.23 3.86 2.64 0.54
H -2.02 3.15 2.89 -0.03
C 7.30 -3.74 5.69 -1.57
Cl 6.45 -3.34 4.19 0.49
Cl 8.30 -5.18 5.47 0.53
Cl 8.28 -2.38 6.23 0.53
H 6.57 -3.95 6.45 -0.01
C -7.56 2.38 -6.00 -1.53
Cl -9.19 2.86 -6.43 0.55
Cl -6.94 3.38 -4.68 0.56
Cl -7.50 0.66 -5.58 0.51
H -6.92 2.53 -6.87 0.01
C 3.11 5.93 6.54 -1.56
Cl 1.61 5.17 7.09 0.53
Cl 4.51 5.06 7.16 0.53
Cl 3.15 6.00 4.78 0.49
H 3.14 6.94 6.92 -0.05
C 3.70 -5.87 -2.15 -1.51
Cl 3.80 -7.32 -3.15 0.55
Cl 2.26 -4.92 -2.56 0.60
Cl 3.67 -6.29 -0.44 0.54
H 4.57 -5.26 -2.35 0.02
C 5.96 9.00 5.09 -1.53
Cl 4.75 8.91 6.38 0.56
Cl 6.55 7.39 4.67 0.51
Cl 5.31 9.81 3.67 0.53
H 6.80 9.58 5.46 0.01

***

Let's list max |F| in order: 8.26; 2.99 eV/Å.